Here is a 2-piece molecular cluster, C3H8NO3 overall from the OMol25 dataset. Energies are from wB97M-V/def2-TZVPD.

ORCA input file:
```
! RIJCOSX wB97M-V def2-TZVPD def2/J DEFGRID3
* xyz -1 1
O 2.539 -2.160 0.139
O 1.632 -0.656 -1.283
O -2.022 3.578 -1.318
N 0.691 0.194 1.440
C -0.831 -1.072 0.027
C 1.655 -1.358 -0.245
C 0.494 -1.099 0.753
H -1.703 -1.074 0.687
H -0.983 -1.902 -0.661
H -1.122 3.788 -1.591
H 0.479 -1.863 1.529
H -0.874 -0.169 -0.585
H 0.407 0.923 0.799
H 1.679 0.265 1.667
H -2.040 2.607 -1.358
*
```

calculated total energy = -399.6471 hartree
energy above the lowest of the compared OMol25 structures with the same formula, charge and spin = 0.835 eV
LUMO = 3.38 eV
orbital gap = 7.2 eV
largest force on an atom = 0.67 eV/A